DFT (wB97M-V/def2-TZVPD) results for 10 unconnected molecules or ions with the total composition C38H96N10O18 in a non-equilibrium geometry.

Bonds (Å) are listed after each position.
Element x y z (Å)
1 C -2.76 -2.54 3.42  C2 1.563, H11 1.091, H12 1.121, H13 1.055
2 C -3.45 -3.39 2.30  C1 1.563, N3 1.539, H14 1.099, H15 1.095
3 N -2.96 -4.83 2.14  C2 1.539, C4 1.509, C5 1.538, C7 1.571
4 C -1.51 -4.87 1.71  N3 1.509, H16 1.112, H17 1.078, H18 1.078
5 C -3.02 -5.63 3.45  N3 1.538, C6 1.520, H19 1.094, H20 1.094
6 C -4.41 -5.57 4.06  C5 1.520, H21 1.073, H22 1.043, H23 1.088
7 C -3.85 -5.44 1.00  N3 1.571, C8 1.512, H24 1.098, H25 1.095
8 C -3.90 -6.94 0.82  C7 1.512, O9 1.410, H26 1.107, H27 1.102
9 O -2.62 -7.53 0.74  C8 1.410, C10 1.410
10 C -2.61 -8.91 0.43  O9 1.410, H28 1.094, H29 1.085, H30 1.118
11 H -2.98 -2.82 4.45  C1 1.091
12 H -3.09 -1.47 3.41  C1 1.121
13 H -1.70 -2.55 3.40  C1 1.055
14 H -3.33 -2.83 1.36  C2 1.099
15 H -4.52 -3.50 2.52  C2 1.095
16 H -0.94 -4.45 2.57  C4 1.112
17 H -1.38 -4.30 0.80  C4 1.078
18 H -1.36 -5.92 1.52  C4 1.078
19 H -2.30 -5.14 4.11  C5 1.094
20 H -2.70 -6.66 3.27  C5 1.094
21 H -4.68 -4.56 4.31  C6 1.073
22 H -4.42 -6.19 4.90  C6 1.043
23 H -5.17 -5.93 3.37  C6 1.088
24 H -3.69 -4.94 0.04  C7 1.098
25 H -4.85 -5.23 1.40  C7 1.095
26 H -4.40 -7.17 -0.14  C8 1.107
27 H -4.44 -7.37 1.68  C8 1.102
28 H -2.31 -9.08 -0.61  C10 1.094
29 H -3.59 -9.33 0.64  C10 1.085
30 H -1.90 -9.44 1.12  C10 1.118
31 C 2.25 -1.10 4.13  C32 1.543, H41 1.074, H42 1.076, H43 1.116
32 C 2.36 -1.80 2.76  C31 1.543, N33 1.496, H44 1.071, H45 1.085
33 N 3.68 -2.41 2.42  C32 1.496, C34 1.468, C35 1.564, C37 1.525
34 C 3.82 -3.80 2.87  N33 1.468, H46 1.056, H47 1.098, H48 1.134
35 C 3.66 -2.43 0.86  N33 1.564, C36 1.522, H49 1.089, H50 1.116
36 C 4.92 -2.96 0.18  C35 1.522, H51 1.065, H52 1.074, H53 1.089
37 C 4.82 -1.60 3.04  N33 1.525, C38 1.534, H54 1.085, H55 1.072
38 C 4.91 -0.14 2.57  C37 1.534, O39 1.443, H56 1.091, H57 1.112
39 O 5.55 -0.01 1.28  C38 1.443, C40 1.427
40 C 6.03 1.28 0.92  O39 1.427, H58 1.100, H59 1.077, H60 1.080
41 H 1.31 -0.58 4.18  C31 1.074
42 H 3.07 -0.42 4.32  C31 1.076
43 H 2.28 -1.86 4.95  C31 1.116
44 H 2.16 -1.09 1.98  C32 1.071
45 H 1.62 -2.59 2.67  C32 1.085
46 H 4.82 -4.08 2.70  C34 1.056
47 H 3.19 -4.45 2.25  C34 1.098
48 H 3.41 -3.86 3.93  C34 1.134
49 H 3.56 -1.39 0.55  C35 1.089
50 H 2.77 -3.05 0.61  C35 1.116
51 H 4.66 -2.94 -0.85  C36 1.065
52 H 5.10 -4.00 0.40  C36 1.074
53 H 5.85 -2.42 0.33  C36 1.089
54 H 5.75 -2.08 2.76  C37 1.085
55 H 4.68 -1.58 4.10  C37 1.072
56 H 5.32 0.48 3.36  C38 1.091
57 H 3.90 0.30 2.41  C38 1.112
58 H 6.83 1.61 1.60  C40 1.100
59 H 5.20 1.96 0.84  C40 1.077
60 H 6.45 1.21 -0.08  C40 1.080
61 C -0.99 5.99 1.16  C62 1.540, H71 1.095, H72 1.065, H73 1.102
62 C 0.53 6.24 1.11  C61 1.540, N63 1.510, H74 1.091, H75 1.121
63 N 1.43 5.14 1.63  C62 1.510, C64 1.504, C65 1.573, C67 1.502
64 C 1.35 3.93 0.73  N63 1.504, H76 1.055, H77 1.075, H78 1.120
65 C 2.93 5.62 1.60  N63 1.573, C66 1.503, H79 1.092, H80 1.084
66 C 3.28 6.77 2.50  C65 1.503, H81 1.096, H82 1.106, H83 1.054
67 C 0.96 4.76 3.00  N63 1.502, C68 1.488, H84 1.086, H85 1.109
68 C 1.78 3.75 3.72  C67 1.488, O69 1.414, H86 1.107, H87 1.103
69 O 3.02 4.29 4.13  C68 1.414, C70 1.483
70 C 4.00 3.19 4.33  O69 1.483, H88 1.105, H89 1.106, H90 1.072
71 H -1.48 6.76 0.55  C61 1.095
72 H -1.34 6.01 2.16  C61 1.065
73 H -1.30 5.03 0.72  C61 1.102
74 H 0.83 7.16 1.60  C62 1.091
75 H 0.79 6.36 0.03  C62 1.121
76 H 2.02 3.25 1.17  C64 1.055
77 H 1.64 4.28 -0.24  C64 1.075
78 H 0.37 3.39 0.78  C64 1.120
79 H 3.12 5.82 0.54  C65 1.092
80 H 3.45 4.70 1.84  C65 1.084
81 H 4.37 6.88 2.52  C66 1.096
82 H 2.86 6.65 3.51  C66 1.106
83 H 2.87 7.68 2.15  C66 1.054
84 H -0.05 4.37 2.93  C67 1.086
85 H 0.94 5.70 3.59  C67 1.109
86 H 1.96 2.88 3.06  C68 1.107
87 H 1.22 3.54 4.64  C68 1.103
88 H 4.07 2.61 3.39  C70 1.105
89 H 3.59 2.50 5.09  C70 1.106
90 H 4.91 3.67 4.61  C70 1.072
91 C -5.02 3.26 -6.31  C92 1.499, H101 1.101, H102 1.090, H103 1.107
92 C -5.28 2.86 -4.88  C91 1.499, N93 1.534, H104 1.130, H105 1.088
93 N -4.13 2.99 -3.87  C92 1.534, C94 1.505, C95 1.538, C97 1.540
94 C -4.78 2.94 -2.52  N93 1.505, H106 1.108, H107 1.090, H108 1.092
95 C -3.12 1.85 -4.05  N93 1.538, C96 1.546, H109 1.106, H110 1.118
96 C -3.76 0.45 -4.23  C95 1.546, H111 1.090, H112 1.105, H113 1.127
97 C -3.46 4.37 -4.03  N93 1.540, C98 1.609, H114 1.066, H115 1.091
98 C -2.37 4.76 -2.91  C97 1.609, O99 1.475, H116 1.086, H117 1.067
99 O -1.22 3.83 -2.83  C98 1.475, C100 1.454
100 C -0.35 3.92 -3.99  O99 1.454, H118 1.090, H119 1.075, H120 1.113
101 H -5.84 2.89 -6.94  C91 1.101
102 H -4.09 2.91 -6.76  C91 1.090
103 H -5.00 4.36 -6.39  C91 1.107
104 H -5.62 1.80 -4.74  C92 1.130
105 H -6.13 3.46 -4.56  C92 1.088
106 H -5.31 1.97 -2.35  C94 1.108
107 H -5.44 3.80 -2.39  C94 1.090
108 H -4.01 3.02 -1.75  C94 1.092
109 H -2.54 1.94 -3.11  C95 1.106
110 H -2.51 2.13 -4.94  C95 1.118
111 H -4.58 0.29 -3.54  C96 1.090
112 H -3.07 -0.33 -3.86  C96 1.105
113 H -4.08 0.28 -5.30  C96 1.127
114 H -4.26 5.06 -3.92  C97 1.066
115 H -3.01 4.49 -5.01  C97 1.091
116 H -2.80 4.87 -1.92  C98 1.086
117 H -2.04 5.73 -3.22  C98 1.067
118 H -0.85 3.40 -4.80  C100 1.090
119 H 0.51 3.37 -3.65  C100 1.075
120 H -0.11 4.94 -4.35  C100 1.113
121 C 5.86 -1.76 -3.96  C122 1.519, H128 1.107, H129 1.062, H130 1.073
122 C 4.35 -1.90 -3.83  C121 1.519, O123 1.252, N124 1.348
123 O 3.67 -1.61 -2.82  C122 1.252
124 N 3.77 -2.25 -4.99  C122 1.348, H126 1.003, C127 1.490
125 H 4.51 1.19 -3.11  O161 0.984
126 H 4.27 -2.10 -5.85  N124 1.003
127 C 2.29 -2.12 -5.05  N124 1.490, H131 1.061, H132 1.116, H133 1.097
128 H 6.34 -2.52 -3.32  C121 1.107
129 H 6.03 -0.79 -3.55  C121 1.062
130 H 6.17 -1.81 -4.98  C121 1.073
131 H 2.08 -1.08 -5.05  C127 1.061
132 H 1.78 -2.67 -4.23  C127 1.116
133 H 1.97 -2.52 -6.01  C127 1.097
134 C 0.20 -2.30 -1.40  C135 1.519, H141 1.084, H142 1.112, H143 1.077
135 C -0.23 -1.88 -0.01  C134 1.519, O136 1.241, N137 1.347
136 O -0.09 -2.59 1.01  C135 1.241
137 N -0.53 -0.58 0.12  C135 1.347, H139 1.019, C140 1.516
138 H -3.17 1.53 0.21  O148 0.981
139 H -1.05 -0.29 0.95  N137 1.019
140 C -0.59 0.31 -1.10  N137 1.516, H144 1.082, H145 1.079, H146 1.071
141 H 0.01 -3.37 -1.40  C134 1.084
142 H 1.26 -2.02 -1.62  C134 1.112
143 H -0.40 -1.81 -2.14  C134 1.077
144 H -0.84 1.27 -0.67  C140 1.082
145 H -1.44 0.05 -1.71  C140 1.079
146 H 0.31 0.50 -1.65  C140 1.071
147 N -4.91 0.84 -0.17  O148 1.337, O149 1.248, O150 1.163
148 O -3.61 0.97 -0.46  H138 0.981, N147 1.337
149 O -5.53 0.32 -1.12  N147 1.248
150 O -5.31 1.12 0.89  N147 1.163
151 N -3.08 -3.33 -2.13  O152 1.227, O153 1.261, O154 1.237
152 O -2.33 -4.00 -1.43  N151 1.227
153 O -2.99 -2.07 -2.09  N151 1.261
154 O -4.02 -3.87 -2.71  N151 1.237
155 N -1.57 1.71 2.18  O156 1.254, O157 1.291, O158 1.234
156 O -0.41 2.01 2.55  N155 1.254
157 O -2.07 2.33 1.17  N155 1.291
158 O -2.25 0.82 2.71  N155 1.234
159 N 3.30 1.53 -1.71  O160 1.216, O161 1.356, O162 1.187
160 O 2.58 2.16 -2.46  N159 1.216
161 O 4.53 1.13 -2.13  H125 0.984, N159 1.356
162 O 3.18 1.29 -0.56  N159 1.187

The total charge is +2. The calculation puts the LUMO energy at -0.1444 hartree. For the frontier orbital gap, the calculation gives 6.88 eV. As for the spin multiplicity: 1.

Atom charges from the Löwdin analysis, given in e for atoms 1 to 99: number 1, C, carries -0.050; number 2, C, carries -0.119; number 3, N, carries -0.227; number 4, C, carries 0.007; number 5, C, carries -0.138; number 6, C, carries -0.046; number 7, C, carries -0.053; number 8, C, carries -0.199; number 9, O, carries -0.221; number 10, C, carries -0.084; number 11, H, carries 0.071; number 12, H, carries 0.087; number 13, H, carries 0.040; number 14, H, carries 0.139; number 15, H, carries 0.114; number 16, H, carries 0.100; number 17, H, carries 0.067; number 18, H, carries 0.091; number 19, H, carries 0.123; number 20, H, carries 0.133; number 21, H, carries 0.070; number 22, H, carries 0.072; number 23, H, carries 0.081; number 24, H, carries 0.119; number 25, H, carries 0.120; number 26, H, carries 0.154; number 27, H, carries 0.123; number 28, H, carries 0.096; number 29, H, carries 0.084; number 30, H, carries 0.102; number 31, C, carries -0.028; number 32, C, carries -0.169; number 33, N, carries -0.265; number 34, C, carries 0.011; number 35, C, carries -0.120; number 36, C, carries -0.043; number 37, C, carries -0.064; number 38, C, carries -0.178; number 39, O, carries -0.201; number 40, C, carries -0.079; number 41, H, carries 0.085; number 42, H, carries 0.047; number 43, H, carries 0.099; number 44, H, carries 0.107; number 45, H, carries 0.115; number 46, H, carries 0.089; number 47, H, carries 0.121; number 48, H, carries 0.140; number 49, H, carries 0.113; number 50, H, carries 0.146; number 51, H, carries 0.058; number 52, H, carries 0.075; number 53, H, carries 0.087; number 54, H, carries 0.139; number 55, H, carries 0.121; number 56, H, carries 0.127; number 57, H, carries 0.117; number 58, H, carries 0.103; number 59, H, carries 0.061; number 60, H, carries 0.084; number 61, C, carries -0.044; number 62, C, carries -0.154; number 63, N, carries -0.246; number 64, C, carries 0.016; number 65, C, carries -0.128; number 66, C, carries -0.048; number 67, C, carries -0.112; number 68, C, carries -0.224; number 69, O, carries -0.215; number 70, C, carries -0.029; number 71, H, carries 0.091; number 72, H, carries 0.068; number 73, H, carries 0.073; number 74, H, carries 0.123; number 75, H, carries 0.141; number 76, H, carries 0.064; number 77, H, carries 0.102; number 78, H, carries 0.104; number 79, H, carries 0.133; number 80, H, carries 0.110; number 81, H, carries 0.106; number 82, H, carries 0.090; number 83, H, carries 0.059; number 84, H, carries 0.119; number 85, H, carries 0.154; number 86, H, carries 0.110; number 87, H, carries 0.155; number 88, H, carries 0.062; number 89, H, carries 0.099; number 90, H, carries 0.090; number 91, C, carries -0.069; number 92, C, carries -0.184; number 93, N, carries -0.248; number 94, C, carries 0.008; number 95, C, carries -0.127; number 96, C, carries -0.044; number 97, C, carries -0.056; number 98, C, carries -0.127; number 99, O, carries -0.222